32
Properties=species:S:1:pos:R:3 method="wB97M-V/def2-TZVPD" total_energy_ev=-29210.91130 homo_energy_ev="-6.13 / -8.24" charge=0 gap_ev="6.68 / 7.81" multiplicity=4 de_lowest_kcal_mol=0.0
H 1.08119 -2.11162 0.44527
C -1.32377 0.16188 2.59017
C 0.66512 -1.22181 2.89138
C -0.70701 -1.25306 -0.63218
C -1.41400 -1.82832 3.96653
H -1.49049 -1.31126 0.11201
C -0.06578 -2.09149 3.69496
H -3.09690 -0.50978 3.59953
H 1.71681 -1.39291 2.66593
H -1.05449 2.50228 -0.78850
H -1.97857 -2.50246 4.61368
H 0.42347 4.08430 -4.08985
H -1.78160 -0.44462 -2.42275
N 1.88333 1.60396 -1.37914
C -2.04177 -0.70858 3.40620
H 0.42456 -2.97679 4.10318
C 0.67360 -1.65787 -0.44676
C -0.66800 2.11761 -1.75764
C 0.03601 -0.09551 2.32650
Re 0.65406 0.42968 -0.99488
C 0.41398 -0.94498 -2.65737
S 0.94635 0.97172 1.30628
C 1.35372 -1.49771 -1.70596
C -0.86045 -0.80791 -1.98969
H -1.50119 1.76271 -2.38315
H 2.86520 1.55751 -1.80134
H 2.13468 3.57370 -3.47882
H 2.36820 -1.82341 -1.91173
C 0.48148 2.68565 -2.35476
H 0.60949 -0.74177 -3.70381
C 1.03325 3.42974 -3.36122
H -1.78049 1.04109 2.13794

10
Properties=species:S:1:pos:R:3 method="wB97M-V/def2-TZVPD" total_energy_ev=-155588.88612 homo_energy_ev=-9.27 charge=0 gap_ev=9.34 de_lowest_kcal_mol=59.7
H -2.60868 1.45046 -0.26185
P -2.00003 0.62140 -1.42059
O -0.98282 -0.72230 1.06768
C -0.20962 -0.24393 0.31501
Br 2.53462 1.46583 0.02651
C 1.86484 -0.19393 0.57702
H 1.88918 -0.51533 1.67149
Br 2.46309 -1.66181 -0.37894
O -0.45729 0.50532 -0.73988
H -2.49329 -0.70572 -0.85645

7
Properties=species:S:1:pos:R:3 method="wB97M-V/def2-TZVPD" total_energy_ev=-7066.43902 homo_energy_ev=-14.38 charge=+2 gap_ev=5.98
C 2.89974 0.32395 1.04118
Ba -3.61504 -0.09993 0.93927
C -0.94049 0.02268 -1.39370
O -1.51299 -0.23232 -0.27522
O 3.79670 0.85612 1.45958
H -1.69474 0.16981 -2.20395
Li 1.06683 -1.04031 0.43284

7
Properties=species:S:1:pos:R:3 method="wB97M-V/def2-TZVPD" total_energy_ev=-22722.20059 homo_energy_ev="-19.05 / -21.52" charge=+2 gap_ev="7.95 / 10.45" multiplicity=7
H -0.17899 0.38156 -1.55696
C -0.16499 0.22008 -0.47083
H -0.33677 -1.89775 -0.29997
H -0.74398 -0.94376 1.25915
Sm 2.12958 1.13578 0.41957
F -0.20116 2.03593 0.45756
C -0.50370 -0.93184 0.19147

93
Properties=species:S:1:pos:R:3 method="wB97M-V/def2-TZVPD" total_energy_ev=-80920.18374 homo_energy_ev="-7.78 / -7.78" charge=0 gap_ev="4.60 / 4.60" de_lowest_kcal_mol=37.6
H -0.39838 1.60363 1.33826
C 0.21408 5.18762 -5.54811
H -0.58520 0.38581 -2.67601
C 2.51966 1.25480 -3.48499
H 2.25314 -5.81503 1.18780
C 3.40636 -0.56827 -1.56192
O 3.35676 -4.60257 2.49805
C -0.40982 3.14982 -4.39884
H -2.93533 1.15111 -2.10598
H 0.01597 -6.89986 0.99177
H -0.64131 0.36845 2.55292
H -6.49090 5.63813 -2.47878
C 4.06180 -0.48197 -2.79076
C -3.37853 1.24562 0.90264
C -0.56096 -3.60451 0.89539
H 3.70488 -1.31150 -0.82691
H -0.71149 -2.01195 -0.56729
O 2.86439 -2.92467 1.17704
H 1.39099 6.59647 -4.39953
H -0.31397 -6.00967 -0.50298
C -0.11988 -3.87663 -1.52494
C 1.93812 1.23665 -2.21179
Be 1.55192 0.81875 2.19497
C -3.64026 3.58660 -0.75967
C -4.43786 0.72969 3.01906
C 3.72838 -2.93434 4.65284
C 2.72288 -1.13873 3.30393
C 1.72707 -5.82689 0.22827
H -0.34854 -3.52849 -2.53420
H -0.28192 -5.14918 2.36454
C 1.36958 -3.82062 -1.31462
C 4.02369 -1.97494 5.62349
H 4.96280 -1.06824 -2.96338
H 1.90223 0.27724 -0.26493
C 3.01627 -0.17443 4.33407
C 0.89030 5.61885 -4.40003
H 2.15727 -6.74058 -0.19819
C -3.56192 1.51792 2.27579
P -2.31609 2.42739 -0.03352
H 4.00258 0.37275 -4.76919
H 1.83049 -2.97317 -1.83646
C 0.33960 3.50640 -3.26309
C 3.56270 0.37188 -3.77605
C 3.49788 -0.67549 5.55452
C -0.90678 -3.10038 -0.49703
H -1.99519 -3.19358 -0.67545
H 1.40417 5.16137 -2.36333
C 2.37240 0.30504 -1.25096
H -3.02591 2.34973 2.74547
C 2.12412 -4.62148 -0.55486
O 5.12641 -1.53609 7.62659
C -5.68545 5.08820 -1.99175
C -5.93236 4.42067 -0.78977
H -0.44348 -4.90353 -1.45844
H -4.21091 5.61403 -3.47866
H 4.07472 -3.94740 4.79823
H -5.81066 -0.95153 3.02038
N 2.81302 1.25230 4.19741
H -6.92389 4.44491 -0.33270
C -4.90278 3.70954 -0.16212
H -4.59975 0.96281 4.06608
H -0.35835 -2.83501 1.64135
C 0.21444 -5.96465 0.45459
C -4.89267 -0.62365 1.08649
H -0.24767 -0.12927 0.92651
C -0.45087 3.95903 -5.54640
C -0.78636 1.26632 -2.04614
H 0.20206 5.81194 -6.44361
N 3.09254 -3.40507 2.31511
H -1.00230 3.62655 -6.43569
C -0.27810 -4.85036 1.30903
C -4.00098 0.13372 0.32214
C 3.11941 -2.51555 3.47008
C -2.04354 1.50467 -1.56432
H -5.09219 3.21080 0.78852
C -4.40238 5.06500 -2.55162
H -5.42224 -1.44034 0.60634
C -5.11429 -0.34476 2.43476
C -0.03197 0.63897 1.67624
C -3.38035 4.33871 -1.92766
O 5.78217 -3.26829 6.44885
C 0.91983 4.79569 -3.26619
H -0.98816 2.22852 -4.42438
O 2.09959 -0.68524 2.25784
O 2.94321 1.98004 5.17479
H 3.48882 -0.08712 6.46277
H 3.20035 -4.47983 -0.55113
N 5.01997 -2.29844 6.64236
H -2.38022 4.33956 -2.36903
H 2.18361 1.97327 -4.23611
P 0.58348 2.40223 -1.72530
H -3.81885 -0.12758 -0.72196
O 2.48491 1.79163 2.98951

59
Properties=species:S:1:pos:R:3 method="wB97M-V/def2-TZVPD" total_energy_ev=-55322.05004 homo_energy_ev="-14.24 / -13.46" charge=+2 gap_ev="6.93 / 7.93" multiplicity=7 de_lowest_kcal_mol=42.2
H 1.58081 0.07403 3.01949
H 1.46786 -2.57125 3.73333
H 5.60693 -0.43463 -2.94383
H 4.99478 -1.12470 -0.64781
H -1.02168 3.01474 -0.34228
C 4.74680 0.00669 -2.45684
C 2.54244 1.15757 -1.21270
C 2.92422 1.58881 -2.47389
H -4.99744 -2.34232 1.50017
C 1.11968 3.15460 -0.43989
H 2.84449 -4.96932 0.63653
C -0.16807 3.67979 -0.30936
H -6.70233 -1.33995 -1.59431
C 4.39355 -0.39394 -1.17439
C 2.04979 5.36343 -0.25003
C 0.76672 5.88227 -0.12766
C 4.01658 1.00002 -3.09842
H 3.06031 -4.18244 -0.94186
H 0.83341 -3.56659 2.41388
H -3.76871 -1.11678 1.78563
C 3.24785 -4.09727 0.12466
H -6.24003 0.91336 -0.81887
H 3.10869 -0.01953 0.49360
C 3.27979 0.16293 -0.56446
C 0.59261 -0.38630 2.98984
H -4.51366 0.63554 -0.80939
C -5.48093 0.15254 -0.64380
H 2.90857 6.02180 -0.22348
C -0.34186 5.04210 -0.16130
O 0.59416 -1.55466 2.13800
H -5.49437 -0.64626 -2.65368
C -4.53347 -1.44753 1.08717
H 3.23319 -1.70699 2.13569
H -1.33893 5.45443 -0.07761
C 1.29916 1.69502 -0.55849
C -4.73368 -2.18089 -1.32106
N -3.85420 -1.84819 -0.16865
H 3.35774 -3.43774 2.45596
H -6.57366 -0.73585 0.98185
H 3.23182 3.59702 -0.50788
C -2.56865 -1.86646 -0.27656
C 1.37497 -2.65322 2.65113
H 0.62827 6.94972 -0.00848
H -0.12255 0.31378 2.57326
C 2.73291 -2.66817 2.00331
O 2.58431 -2.90512 0.58773
N 0.43961 0.86896 -0.10642
H 4.30660 1.32736 -4.08853
H -5.29065 -3.07412 -1.04141
H 0.29180 -0.67400 3.99515
H -4.09675 -2.43953 -2.16230
H 4.31931 -4.01995 0.30114
H -5.42570 0.48115 1.49398
H 2.36190 2.37163 -2.96858
Tb 0.84560 -1.25503 -0.28627
C -5.57260 -0.34403 0.79852
C -5.66905 -0.99481 -1.63682
N -1.40898 -1.91186 -0.38771
C 2.23073 4.00016 -0.41502

14
Properties=species:S:1:pos:R:3 method="wB97M-V/def2-TZVPD" total_energy_ev=-9842.08894 homo_energy_ev=-8.58 charge=0 gap_ev=9.00 de_lowest_kcal_mol=119.7
H -2.27874 1.66702 1.77953
C -0.69400 -0.22669 0.12608
H -1.25351 -1.98018 -0.94480
H 2.63513 0.47603 -1.55257
H -2.59572 -0.84302 -0.65122
C 0.58022 -0.16575 -0.63420
O 1.52019 0.25405 0.16422
H 2.84162 1.72734 -0.27541
H -1.99288 -1.83772 0.67518
N -0.92672 0.79864 0.86524
O -2.23126 0.81946 1.31733
H 3.56888 0.11037 -0.04878
C -1.69149 -1.28781 -0.22178
C 2.73106 0.66084 -0.48118

13
Properties=species:S:1:pos:R:3 method="wB97M-V/def2-TZVPD" total_energy_ev=-9251.43449 homo_energy_ev=-15.25 charge=+1 gap_ev=10.00 de_lowest_kcal_mol=123.1
H -1.04647 -0.90053 -0.41454
N 1.88888 -1.25095 -0.83400
H -0.01712 -0.72370 2.58628
C 0.35647 0.55478 -1.20645
H -1.71635 0.86054 -0.66272
O 2.48476 -1.58118 0.29544
C -1.06085 0.06724 -1.14878
N 1.26990 -0.23601 -0.95126
O 0.17548 0.12581 2.10593
H -1.30076 -0.41690 -2.11071
H -0.03042 0.72852 2.84832
H 0.57295 1.52096 -1.73265
H 3.19846 -2.16558 0.11621

57
Properties=species:S:1:pos:R:3 method="wB97M-V/def2-TZVPD" total_energy_ev=-112128.26762 homo_energy_ev=-11.77 charge=+1 gap_ev=8.38
C 3.91757 -4.78204 2.45498
H -1.39879 3.82882 -2.33829
O -1.33089 2.85311 -0.45177
C -2.88266 0.62586 2.80251
C 1.39263 0.19223 -0.48820
H 4.98791 -4.89031 2.62411
C -1.76052 -0.15916 -2.77866
H -1.82763 2.36668 3.50651
H -3.56648 2.38389 3.85035
H 3.55049 -6.89320 2.14564
H -2.07752 1.91482 -2.88921
O 3.72267 -3.54004 1.78407
H 0.28417 2.17017 -2.79742
O 0.24763 -2.64270 -0.66508
H 0.41167 4.65088 -0.10154
C -1.13539 -0.00358 -4.18587
C -0.93886 1.64753 -1.05287
O -1.70483 -0.20881 2.70805
N 0.35472 -0.09707 0.33649
H 4.19569 -0.46577 -0.68631
C -1.32173 4.01964 -1.27247
H -1.69701 -0.12764 -0.06178
Br -3.75239 1.18252 -1.22778
C -0.92854 0.61852 0.07351
H 3.41920 -4.74292 3.42933
H -1.66735 -0.57521 -4.93350
H -0.11247 -0.36142 -4.15107
H 1.00965 2.51465 -1.23982
H -3.73368 0.00324 3.08836
O 1.34013 -2.09848 1.49890
N 1.19428 0.51422 -1.78025
H -2.70816 -0.66915 -2.87490
H 2.77308 -3.42363 1.63787
H -1.34100 -1.42917 2.02989
P 0.21781 -1.76112 0.64498
H -1.08490 1.03279 -4.50513
O -1.15532 -2.07213 1.30810
H 0.45574 -2.13810 -1.46753
H -0.46662 5.97386 -0.89816
C -2.68090 1.75162 3.79512
O 3.70868 0.37894 -0.64655
H -3.06645 1.01992 1.80448
H 2.31819 -5.82785 1.44795
H 0.52728 4.94715 -1.84982
H 3.88507 -5.97970 0.66339
C 0.40482 1.79968 -1.79104
N 2.56421 0.12587 0.05493
C -2.00130 1.18996 -2.09507
H -1.10137 -0.81406 -2.22200
H 2.65536 -0.14397 1.03498
H -1.20252 1.13161 0.98432
H 2.07445 0.64181 -2.27087
C -0.13330 4.95064 -0.98719
H -2.21367 4.57503 -1.01067
H -2.47413 1.35680 4.79213
C 3.38877 -5.94364 1.63393
H -1.53548 -0.57157 3.58590

38
Properties=species:S:1:pos:R:3 method="wB97M-V/def2-TZVPD" total_energy_ev=-111606.28201 homo_energy_ev=-18.10 charge=+3 gap_ev=7.89 de_lowest_kcal_mol=0.0
C 1.75049 2.92238 -0.27157
H -3.65182 -1.77787 2.97858
O -2.10402 -0.29584 -2.50679
H 1.94595 -4.34820 -0.83313
H 0.11379 -0.85760 3.61718
H -3.19493 -1.17766 -4.38119
H -0.41314 5.61981 1.44252
H 2.73473 -3.00463 0.69673
O -2.46990 -1.75143 -4.16410
C -0.18874 3.58999 0.55563
C -1.79053 -1.26846 3.09622
O 2.02519 6.29414 1.04988
N -0.87016 -0.72049 3.86449
O 2.45993 -2.10758 0.85557
H 2.35293 2.24084 -0.83547
C 0.90520 -2.39238 -1.03570
C 1.59012 5.13219 0.68906
C -0.81684 -2.25074 -2.59246
S -1.39640 -1.72199 1.46724
La -0.95325 0.50934 -0.47743
C 1.56276 -1.60156 0.05201
H -3.26864 -0.98733 4.46864
O 1.28199 -0.39585 0.17287
N -3.02505 -1.21618 3.51045
C -0.44929 -3.50374 -3.12941
C 2.36356 4.14568 0.00868
H 2.94739 6.47817 0.94597
H 0.74388 -5.24223 -2.89368
N -0.12614 -1.73418 -1.56418
Br -2.02748 3.19970 0.85582
C -1.81929 -1.32141 -3.16812
C 1.21757 -3.73704 -1.39613
H 3.36655 4.30674 -0.16217
C 0.57309 -4.22932 -2.55138
C 0.25115 4.85032 0.93247
N 0.46717 2.64747 -0.05503
H -1.14319 -0.41772 4.80175
H -0.94462 -3.87535 -4.04385

86
Properties=species:S:1:pos:R:3 method="wB97M-V/def2-TZVPD" total_energy_ev=-95142.95800 homo_energy_ev=-12.35 charge=+1 gap_ev=8.13
C -0.00908 -6.00135 -3.32165
H -3.92481 0.00875 0.71392
H -3.11957 -6.15080 5.69645
H 5.27455 -5.11899 -1.94147
H -2.54576 -0.33805 -1.99169
O 2.73655 2.15737 -2.45090
O 0.95246 7.16851 -2.10483
H 0.75086 -1.11891 -2.51033
C 3.20508 2.69069 0.13245
H 0.30523 3.69255 -3.36259
H -0.49068 -5.64147 -2.40671
O -7.68130 0.81909 1.20526
H 2.15363 2.98006 0.03607
O 1.36278 -6.30830 -3.08070
P -1.58011 -1.41471 -2.25236
O -5.96495 -0.05750 2.45604
Cl -2.59276 -4.57592 -1.78592
N 0.02299 -0.75533 -1.83266
H -7.46904 -4.83860 3.20050
H -2.74945 -4.77105 1.09861
H -3.29189 -5.24870 7.21429
O -4.94088 -5.46167 3.84999
H -1.99711 -3.52151 2.42970
C 7.37418 2.66689 4.65996
O 8.15804 3.26970 3.63212
C -3.60989 -5.29364 6.16904
C 4.19756 3.27943 -4.39621
H 7.35489 3.56855 -0.14614
C -4.20992 1.06421 0.77102
H -0.01302 0.29571 -1.99376
H 9.07978 3.82208 -0.47392
O -5.61463 1.21692 0.57667
C 2.11000 -5.24854 -2.68085
O -5.02749 -5.44931 6.14587
H 3.31182 1.60133 0.11062
H 8.51298 2.18985 -0.07161
H 3.57459 3.05305 1.09573
C 7.80452 2.90473 2.37389
O 6.90565 2.13358 2.07661
C -8.60713 0.21768 2.10831
H -8.66823 -5.86912 4.00506
H 6.32273 2.95627 4.56358
C -2.14873 -2.87475 -1.11832
C 0.55418 4.62640 -2.85108
H -3.69730 1.60262 -0.03091
C 0.47129 6.93675 -3.20291
C -6.37819 0.59325 1.50906
O 4.45534 3.57025 -3.02386
C 8.36666 3.25564 0.13131
H -8.49781 -0.87160 2.10477
H -0.27156 9.44613 -2.82305
O 0.21273 5.70759 -3.71642
H 4.34388 2.21364 -4.59913
H 3.97836 -4.24971 -1.09814
H -0.01275 9.86773 -4.52676
H -7.27255 -6.62995 3.21755
H -1.71939 -1.71376 -3.67496
H 1.62801 4.62669 -2.63805
H -0.51099 -6.92070 -3.63574
C -7.60319 -5.75428 3.78539
H -8.47613 0.61794 3.11885
C 4.28815 -4.66309 -2.06340
O 0.10171 7.86327 -4.12285
O 1.70773 -4.10672 -2.52130
O 3.38244 -5.67931 -2.48925
H -3.90312 1.49832 1.72810
O 8.62444 3.54645 1.50365
H -3.31609 -4.35953 5.67945
H 7.48091 1.57753 4.63814
H 7.74369 3.02925 5.62325
H 4.91068 3.84588 -5.00144
H -9.61748 0.46308 1.76967
H -3.81183 -3.32752 1.85316
H 3.18579 3.59235 -4.67366
C -5.56112 -5.51971 4.90021
O 3.98895 3.29350 -0.89539
C -2.72326 -3.65644 1.49492
C 0.31785 9.21301 -3.71570
C -2.21745 -2.56496 0.36089
H 4.36466 -3.87330 -2.81763
O -6.90434 -5.66588 5.02558
H 1.38228 9.39667 -3.53734
C 3.63543 2.92853 -2.15362
H -0.10436 -5.26510 -4.12628
Cl -1.71491 -0.86582 1.01959
H -0.02578 4.67614 -1.92385

12
Properties=species:S:1:pos:R:3 method="wB97M-V/def2-TZVPD" total_energy_ev=-12188.52058 smiles="[H]/N=c1/nco[nH]1.N=O" homo_energy_ev=-8.63 charge=0 gap_ev=8.59 de_lowest_kcal_mol=114.5
H -2.16780 -0.70676 1.54967
H 0.57222 2.09226 0.77657
H 1.90444 1.40386 -2.92128
C -0.25245 -0.98545 0.47283
O 0.84724 0.21663 -1.96641
O -1.02536 0.97051 1.35258
N 1.53558 1.19472 -1.88499
N -1.28648 -0.38857 1.16233
C 0.16737 1.10716 0.74756
H -0.87908 -2.76347 0.37904
N 0.68046 0.05128 0.23201
N -0.09615 -2.19217 0.10009